Here is a gas-phase ion, C7H6N3 (charge +1) at a distorted geometry from OMol25. Energies are from ωB97M-V/def2-TZVPD.

Last columns: bonded neighbours and bond lengths (Å).
Cartesian coordinates (Å):
1 H -2.3645 -1.7197 0.8973  C12 1.091
2 N -0.2418 1.8524 0.0284  C10 1.300, C13 1.361
3 C 2.9568 -0.1579 -0.0556  C4 1.350, H5 1.073, C14 1.400
4 C 2.1189 -1.2148 0.0098  C3 1.350, N9 1.206
5 H 4.0268 -0.1255 -0.1287  C3 1.073
6 H -3.3056 -0.5464 -0.0545  C12 1.088
7 H 2.5942 1.9394 -0.0727  C14 1.081
8 H -2.2589 -1.7214 -0.8774  C12 1.093
9 N 0.9695 -1.5755 0.0594  C4 1.206, C11 1.559
10 C -1.3849 1.2335 0.0404  N2 1.300, N15 1.374, H16 1.073
11 C 0.0278 -0.3329 0.0544  N9 1.559, C13 1.411, N15 1.331
12 C -2.3643 -1.0888 0.0072  H1 1.091, H6 1.088, H8 1.093, N15 1.437
13 C 0.7247 0.8938 0.0301  N2 1.361, C11 1.411, C14 1.402
14 C 2.1237 0.9669 -0.0279  C3 1.400, H7 1.081, C13 1.402
15 N -1.2886 -0.1374 0.0576  C10 1.374, C11 1.331, C12 1.437
16 H -2.3337 1.7343 0.0321  C10 1.073

Energy, Ha: -434.25314
Structure (SMILES): Cn1cnc2ccc#[n+]c21
HOMO energy, eV: -14.290
Lowest unoccupied orbital energy, eV: -6.416
Net charge: +1
Frontier orbital gap, Eh: 0.2893
Relative energy (zero: lowest compared OMol25 entry of this formula, charge and spin), kcal/mol: 17.8
Largest force on an atom, eV/A: 4.89

Here is 2 unconnected molecules or ions with the total composition C3H6NO4 at a distorted geometry from OMol25. Energies are from ωB97M-V/def2-TZVPD.

Last columns: bonded neighbours and bond lengths (Å).
Cartesian coordinates (Å):
1 H 0.6047 2.1380 0.5259  C13 1.052
2 O -0.5480 1.6576 2.0800  C13 1.206
3 N -0.2992 0.6775 -1.3442  H5 1.007, C10 1.418, C11 1.489
4 H -0.5269 -2.5571 1.5670  O7 0.972
5 H -0.3032 1.3591 -2.0852  N3 1.007
6 H -1.9604 1.7460 -0.5125  C10 1.088
7 O 0.0220 -2.2519 2.3090  H4 0.972, H9 0.977
8 H -1.5839 0.2916 0.2846  C10 1.071
9 H 0.4694 -1.6304 1.7028  O7 0.977
10 C -1.1289 1.0875 -0.2697  N3 1.418, H6 1.088, H8 1.071, C13 1.581
11 C 0.5798 -0.5225 -1.4191  N3 1.489, O12 1.223, O14 1.247
12 O 1.0827 -0.7611 -2.5084  C11 1.223
13 C -0.2905 1.7349 0.9042  H1 1.052, O2 1.206, C10 1.581
14 O 0.7203 -1.0993 -0.3225  C11 1.247

Energy, Ha: -473.69759
HOMO energy, eV: -4.738
Lowest unoccupied orbital energy, eV: 3.770
Net charge: -1
Frontier orbital gap, Eh: 0.3127
Relative energy (zero: lowest compared OMol25 entry of this formula, charge and spin), kcal/mol: 48.5
Largest force on an atom, eV/A: 2.47

Here is 2 unconnected molecules or ions with the total composition C7H16O at a distorted geometry from OMol25. Energies are from ωB97M-V/def2-TZVPD.

Last columns: bonded neighbours and bond lengths (Å).
Cartesian coordinates (Å):
1 C -1.5739 0.9600 -2.6735  H3 1.075, C10 1.333, H17 1.093
2 H -1.8616 -1.6865 -1.9914  C5 1.096
3 H -0.9315 0.6652 -3.4835  C1 1.075
4 C -0.1811 -1.2898 -0.8694  C5 1.589, H6 1.096, C16 1.596, H18 1.092
5 C -1.7239 -1.0175 -1.1342  H2 1.096, C4 1.589, C10 1.477, H12 1.087
6 H 0.3360 -1.2178 -1.8331  C4 1.096
7 H 0.1277 0.7683 -0.4969  C16 1.085
8 H 1.0133 -1.9936 2.4539  C21 1.090
9 H 1.5021 2.4972 2.0022  O23 0.963
10 C -1.9698 0.3810 -1.5403  C1 1.333, C5 1.477, H13 1.073
11 H 0.6059 0.8725 1.8338  C24 1.090
12 H -2.2543 -1.3895 -0.2613  C5 1.087
13 H -2.5392 0.9805 -0.8558  C10 1.073
14 H 2.2703 -1.1559 1.6001  C21 1.087
15 H 1.7164 -0.4311 3.1238  C21 1.090
16 C 0.5453 -0.1286 -0.0505  C4 1.596, H7 1.085, H19 1.086, C24 1.527
17 H -1.8595 2.0124 -2.7433  C1 1.093
18 H -0.2050 -2.2122 -0.2861  C4 1.092
19 H 1.6214 -0.1080 -0.1977  C16 1.086
20 H -0.6243 -0.3536 1.8214  C24 1.092
21 C 1.4098 -0.9998 2.2464  H8 1.090, H14 1.087, H15 1.090, C24 1.554
22 H 2.3013 2.1410 0.6793  O23 0.954
23 O 1.8904 2.8354 1.1886  H9 0.963, H22 0.954
24 C 0.3844 -0.1296 1.4675  H11 1.090, C16 1.527, H20 1.092, C21 1.554

Energy, Ha: -351.48634
Structure (SMILES): C=CCCCCC.O
HOMO energy, eV: -9.498
Lowest unoccupied orbital energy, eV: 0.920
Frontier orbital gap, Eh: 0.3829
Relative energy (zero: lowest compared OMol25 entry of this formula, charge and spin), kcal/mol: 42.4
Largest force on an atom, eV/A: 2.44